Record 1
# C26H51Cl18FO5S

10 unconnected molecules or ions with the total composition C26H51Cl18FO5S (ωB97M-V/def2-TZVPD, the OMol25 dataset).

Geometry as ORCA input:
```
! RIJCOSX wB97M-V def2-TZVPD def2/J DEFGRID3
* xyz 0 1
C 1.806 4.211 -0.667
C 1.240 3.886 -2.055
C 1.221 2.407 -2.415
O 0.016 1.725 -2.026
C -0.250 1.731 -0.697
O 0.846 1.139 0.064
S 0.781 -0.441 -0.123
O 0.910 -1.026 1.161
O 1.619 -0.876 -1.181
O -0.725 -0.525 -0.635
C -1.362 0.753 -0.362
C -2.679 0.904 -1.068
F -3.569 0.042 -0.425
C -3.206 2.325 -1.009
C -4.655 2.412 -1.483
H 2.193 5.229 -0.637
H 2.624 3.526 -0.419
H 1.052 4.150 0.121
H 0.248 4.319 -2.213
H 1.887 4.358 -2.800
H 2.094 1.889 -2.014
H 1.249 2.297 -3.498
H -0.440 2.715 -0.268
H -1.523 0.779 0.720
H -2.614 0.569 -2.106
H -2.556 2.937 -1.640
H -3.134 2.695 0.020
H -5.358 2.068 -0.728
H -4.803 1.840 -2.399
H -4.880 3.453 -1.709
Cl -4.763 -0.285 -4.001
C -4.757 -1.873 -3.178
C -3.929 -2.900 -3.907
Cl -4.659 -3.366 -5.463
H -5.790 -2.200 -3.094
H -4.356 -1.708 -2.178
H -3.860 -3.803 -3.302
H -2.924 -2.538 -4.115
Cl 3.195 -5.777 1.919
C 3.110 -4.173 1.132
C 3.055 -4.276 -0.368
Cl 4.588 -4.876 -1.058
H 3.974 -3.603 1.459
H 2.210 -3.685 1.497
H 2.877 -3.289 -0.790
H 2.263 -4.948 -0.691
Cl -0.902 1.160 -5.095
C -0.821 -0.381 -4.197
C -0.306 -1.511 -5.047
Cl -1.465 -1.963 -6.326
H -1.823 -0.585 -3.825
H -0.156 -0.217 -3.351
H -0.158 -2.390 -4.422
H 0.636 -1.254 -5.523
Cl 5.296 3.674 -0.039
C 5.337 1.997 0.579
C 5.926 1.049 -0.433
Cl 4.860 0.834 -1.848
H 4.323 1.720 0.853
H 5.947 2.001 1.479
H 6.051 0.069 0.020
H 6.890 1.401 -0.792
Cl 4.361 -0.841 2.180
C 5.011 -0.576 3.825
C 4.206 0.442 4.590
Cl 4.384 2.094 3.935
H 6.051 -0.274 3.730
H 4.967 -1.534 4.342
H 4.548 0.472 5.623
H 3.148 0.195 4.581
Cl 4.752 -5.472 7.107
C 4.491 -7.156 6.580
C 3.293 -7.283 5.676
Cl 1.763 -6.975 6.543
H 4.380 -7.767 7.473
H 5.386 -7.470 6.046
H 3.240 -8.297 5.283
H 3.348 -6.587 4.843
Cl 2.128 -1.802 10.579
C 1.490 -2.385 9.020
C 2.508 -3.184 8.250
Cl 3.862 -2.168 7.672
H 1.156 -1.518 8.456
H 0.631 -3.016 9.241
H 2.044 -3.626 7.370
H 2.934 -3.981 8.852
Cl -8.406 3.570 1.286
C -7.946 4.899 0.189
C -8.489 4.703 -1.204
Cl -7.716 3.327 -2.029
H -6.861 4.957 0.182
H -8.347 5.818 0.612
H -8.285 5.592 -1.799
H -9.561 4.526 -1.191
Cl -4.669 2.800 -4.950
C -3.778 2.852 -6.493
C -2.674 3.875 -6.470
Cl -3.301 5.546 -6.420
H -4.495 3.060 -7.282
H -3.355 1.860 -6.648
H -2.076 3.785 -7.376
H -2.032 3.740 -5.605
*
```

Computed properties:
E_HOMO   -0.391 Ha
SMILES   CCCO[C@@H]1OS(=O)(=O)O[C@@H]1[C@@H](F)CC.ClCCCl.ClCCCl.ClCCCl.ClCCCl.ClCCCl.ClCCCl.ClCCCl.ClCCCl.ClCCCl
Max |F|   0.60 eV Å⁻¹
HOMO-LUMO gap   10.908 eV

Here are the Mulliken charges for atoms 1 to 99, given in e: -0.75 -0.71 -0.33 0.51 -0.76 -0.20 1.31 -0.67 -0.63 -0.44 -0.21 1.43 -0.46 -0.55 -1.14 0.46 -0.13 0.27 0.29 0.51 0.06 0.38 0.45 0.47 -0.67 0.30 0.30 0.43 -0.06 0.51 -0.06 -0.60 0.28 -0.19 0.47 0.12 0.37 -0.44 -0.24 -0.11 0.01 -0.21 0.14 0.17 -0.12 0.38 -0.19 1.46 -0.60 -0.18 -0.94 -0.47 0.37 0.49 -0.20 -0.22 -0.37 -0.17 0.06 0.33 0.20 0.40 -0.12 -0.52 -0.40 -0.18 0.34 0.30 0.29 0.30 -0.15 -0.49 -0.28 -0.19 0.33 0.32 0.34 0.13 -0.19 -0.49 -0.44 -0.17 0.33 0.33 0.25 0.39 -0.19 -0.44 -0.50 -0.11 0.27 0.35 0.28 0.36 -0.09 -0.47 -0.14 -0.20 0.40

***

Record 2
# C3H8O2

2 unconnected molecules or ions with the total composition C3H8O2 (ωB97M-V/def2-TZVPD, the OMol25 dataset).

Geometry as ORCA input:
```
! RIJCOSX wB97M-V def2-TZVPD def2/J DEFGRID3
* xyz 0 1
C 0.479 0.340 0.237
C 0.122 -1.063 -1.522
C -0.445 0.149 1.430
O 0.763 1.686 -0.047
O -1.133 -0.819 -1.795
H -0.068 2.173 -0.145
H -0.428 -0.035 -0.637
H 1.435 -0.154 0.409
H 0.393 -2.000 -1.011
H 0.921 -0.587 -2.109
H -1.435 0.575 1.237
H -0.573 -0.914 1.645
H -0.030 0.650 2.308
*
```

Computed properties:
E_HOMO   -0.327 Ha
ΔE to the lowest compared entry with this formula, charge and spin   4.294 eV
SMILES   C=O.CCO
Max |F|   4.60 eV Å⁻¹
HOMO-LUMO gap   9.343 eV

Quick look at the Mulliken charges, all values in e: -0.18 -0.14 -1.16 -0.54 -0.63 0.34 0.38 0.40 0.26 0.25 0.35 0.32 0.35

***

Record 3
# C40H63Cl2NO24PS

8 unconnected molecules or ions with the total composition C40H63Cl2NO24PS (ωB97M-V/def2-TZVPD, the OMol25 dataset).

Geometry as ORCA input:
```
! RIJCOSX wB97M-V def2-TZVPD def2/J DEFGRID3
* xyz 1 1
C -0.567 -1.151 4.596
C -0.252 -1.557 3.515
C 0.153 -2.026 2.197
C 1.581 -1.548 1.857
P 2.872 -2.343 3.056
O 2.895 -1.195 4.198
Cl 1.805 -3.847 3.926
N 1.885 -2.050 0.462
C 3.186 -1.563 -0.116
C 3.293 -0.054 -0.046
C 3.075 0.415 1.394
C 3.385 1.906 1.651
S 3.268 3.086 0.306
O 4.612 3.390 -0.085
O 2.386 4.152 0.687
C 1.666 -0.005 1.854
C 0.546 0.656 1.002
C -0.613 1.205 1.859
C -1.990 0.831 1.352
Cl -0.507 3.010 1.882
H -0.835 -0.699 5.523
H 0.075 -3.111 2.153
H -0.573 -1.641 1.477
H 2.001 -1.058 4.566
H 1.094 -1.878 -0.161
H 1.964 -3.078 0.522
H 3.218 -1.880 -1.154
H 3.978 -2.058 0.437
H 2.583 0.388 -0.743
H 4.303 0.200 -0.369
H 3.796 -0.144 1.993
H 2.783 2.273 2.479
H 4.428 1.986 1.949
H 2.661 2.443 -0.721
H 1.508 0.353 2.866
H 0.945 1.464 0.395
H 0.102 -0.051 0.297
H -0.501 0.920 2.897
H -2.082 -0.254 1.261
H -2.203 1.315 0.402
H -2.735 1.140 2.083
C -5.339 5.797 0.314
C -5.554 4.364 0.720
C -6.703 4.139 1.681
O -6.268 2.974 2.401
C -4.921 2.962 2.377
O -4.248 2.234 3.044
O -4.442 3.868 1.509
H -4.458 5.885 -0.319
H -6.203 6.163 -0.241
H -5.185 6.429 1.190
H -5.637 3.724 -0.157
H -7.653 3.944 1.192
H -6.819 4.960 2.393
C 7.015 -0.824 -5.383
C 5.778 -1.630 -5.090
C 4.555 -0.829 -4.697
O 3.845 -1.756 -3.850
C 4.768 -2.596 -3.308
O 4.539 -3.350 -2.413
O 5.955 -2.447 -3.909
H 7.858 -1.479 -5.593
H 6.850 -0.183 -6.248
H 7.281 -0.203 -4.526
H 5.551 -2.304 -5.920
H 3.931 -0.536 -5.536
H 4.814 0.052 -4.105
C 2.274 -5.522 -4.325
C 1.366 -4.554 -5.033
C 0.759 -3.488 -4.147
O -0.471 -3.196 -4.810
C -0.843 -4.315 -5.497
O -1.907 -4.478 -5.988
O 0.180 -5.204 -5.524
H 2.629 -6.295 -5.004
H 3.138 -5.004 -3.907
H 1.745 -6.020 -3.513
H 1.873 -4.098 -5.889
H 1.371 -2.593 -4.068
H 0.533 -3.871 -3.145
C -3.240 6.347 -4.307
C -3.045 4.928 -3.844
C -3.536 3.855 -4.793
O -3.874 2.788 -3.893
C -4.196 3.341 -2.707
O -4.722 2.761 -1.808
O -3.850 4.645 -2.678
H -2.919 7.050 -3.540
H -2.661 6.532 -5.211
H -4.293 6.541 -4.515
H -2.001 4.752 -3.568
H -2.788 3.520 -5.506
H -4.440 4.157 -5.326
C -0.372 -6.938 -1.520
C 0.573 -6.607 -0.396
C 0.400 -5.228 0.202
O 1.738 -4.945 0.671
C 2.615 -5.642 -0.124
O 3.783 -5.445 -0.130
O 1.947 -6.536 -0.867
H -0.146 -7.918 -1.936
H -1.398 -6.942 -1.154
H -0.287 -6.209 -2.328
H 0.531 -7.373 0.381
H -0.308 -5.175 1.021
H 0.127 -4.482 -0.554
C -3.948 -1.209 3.767
C -4.051 -2.282 2.717
C -4.942 -3.457 3.063
O -4.336 -4.527 2.313
C -3.040 -4.237 2.162
O -2.213 -4.998 1.749
O -2.780 -2.962 2.523
H -3.245 -0.435 3.461
H -4.921 -0.745 3.924
H -3.595 -1.628 4.710
H -4.338 -1.852 1.754
H -5.977 -3.330 2.760
H -4.897 -3.712 4.123
C 1.995 5.930 3.143
C 1.775 5.494 4.565
C 0.331 5.223 4.936
O 0.321 5.500 6.340
C 1.307 6.402 6.591
O 1.443 6.986 7.612
O 2.107 6.532 5.504
H 3.044 6.163 2.963
H 1.698 5.140 2.458
H 1.418 6.831 2.924
H 2.403 4.628 4.803
H 0.014 4.199 4.754
H -0.355 5.910 4.436
*
```

Computed properties:
E_HOMO   -0.443 Ha
Max |F|   1.14 eV Å⁻¹
HOMO-LUMO gap   9.333 eV

Here are the Mulliken charges for atoms 1 to 99, given in e: -0.07 -1.25 -0.87 -0.29 0.04 -0.48 -0.15 0.36 -0.72 -1.10 -0.05 -1.50 1.04 -0.67 -0.54 0.02 -1.98 0.43 -0.43 -0.06 0.53 1.10 0.22 0.35 0.78 -0.30 0.48 0.35 0.26 0.62 0.77 0.42 0.61 0.07 1.65 0.89 0.31 -0.07 -0.02 0.58 -0.29 -1.54 0.83 -0.51 -0.34 0.52 -0.61 -0.21 0.29 0.36 0.44 0.11 0.32 0.30 -1.49 0.48 -0.55 -0.25 0.65 -0.45 -0.37 0.37 0.39 0.35 0.29 0.34 0.29 -1.02 0.40 0.64 -0.43 0.59 -0.52 -0.43 0.41 0.18 0.12 0.33 0.05 -0.33 -1.44 0.49 -0.54 -0.35 0.58 -0.55 -0.22 0.36 0.40 0.34 0.23 0.31 0.32 -1.32 0.55 -0.15 -0.20 0.44 -0.52

***

Record 4
# C41H65CaN4O11P4Sb2Si

A molecular structure, C41H65CaN4O11P4Sb2Si (ωB97M-V/def2-TZVPD, the OMol25 dataset).

Geometry as ORCA input:
```
! RIJCOSX wB97M-V def2-TZVPD def2/J DEFGRID3
* xyz -1 1
Ca -0.139 0.836 -0.161
C 2.057 1.439 3.370
N 3.137 1.115 2.450
C 3.481 -0.300 2.547
P 2.807 1.440 0.821
O 1.889 0.469 0.236
O 2.331 2.993 0.783
P 0.819 3.544 0.888
O -0.208 2.526 1.103
N 0.951 4.385 2.363
C 1.726 5.601 2.388
C -0.205 4.433 3.230
N 0.734 4.786 -0.226
C 1.628 4.949 -1.358
C -0.640 5.170 -0.498
N 4.322 1.502 0.132
C 5.335 2.266 0.832
C 4.361 1.684 -1.308
H 2.414 1.254 4.387
H 1.158 0.832 3.186
H 1.802 2.492 3.268
H 3.947 -0.480 3.516
H 4.187 -0.546 1.757
H 2.598 -0.944 2.435
H 2.570 5.490 1.712
H 2.097 5.773 3.402
H 1.133 6.471 2.083
H -0.796 3.535 3.071
H -0.827 5.314 3.038
H 0.127 4.468 4.271
H 2.590 4.496 -1.126
H 1.768 6.024 -1.517
H 1.234 4.492 -2.269
H -0.642 6.172 -0.929
H -1.193 5.181 0.443
H -1.138 4.484 -1.186
H 5.155 2.180 1.901
H 5.323 3.325 0.547
H 6.319 1.853 0.593
H 3.550 1.126 -1.769
H 5.310 1.303 -1.690
H 4.274 2.741 -1.588
O 1.731 0.077 -2.474
P 0.292 -0.568 -2.645
O 0.214 -1.619 -3.656
O -0.239 -0.868 -1.254
O -0.524 0.761 -3.186
P -0.274 2.240 -2.594
O -1.768 2.506 -1.970
O -0.003 3.206 -3.673
O 0.681 2.218 -1.428
H 1.343 0.809 -1.948
H -2.387 2.272 -2.661
C -1.608 -4.908 -0.334
C -0.103 -5.018 -0.156
C 0.678 -4.249 -1.228
Sb 1.857 -2.621 -0.364
C 3.363 -4.121 0.284
C 4.085 -4.908 -0.604
C 5.024 -5.822 -0.160
C 5.263 -5.966 1.197
C 4.557 -5.185 2.095
C 3.622 -4.274 1.636
C 3.125 -2.344 -2.089
C 2.803 -2.801 -3.357
C 3.630 -2.522 -4.432
C 4.796 -1.799 -4.249
C 5.139 -1.367 -2.980
C 4.304 -1.635 -1.911
Sb -2.268 -2.786 -0.341
C -4.338 -3.512 -0.175
C -5.271 -3.432 -1.198
C -6.579 -3.844 -1.006
C -6.977 -4.342 0.223
C -6.060 -4.419 1.257
C -4.758 -3.999 1.055
C -2.501 -2.520 -2.457
C -2.920 -1.265 -2.866
C -3.100 -0.994 -4.211
C -2.833 -1.966 -5.161
C -2.398 -3.214 -4.758
C -2.247 -3.492 -3.411
H -2.123 -5.389 0.500
H -1.923 -5.404 -1.252
H 0.186 -6.076 -0.185
H 0.168 -4.649 0.840
H 0.012 -3.776 -1.945
H 1.356 -4.916 -1.763
H 3.915 -4.793 -1.668
H 5.575 -6.424 -0.871
H 5.996 -6.680 1.549
H 4.740 -5.289 3.157
H 3.072 -3.664 2.341
H 1.878 -3.331 -3.521
H 3.354 -2.864 -5.419
H 5.433 -1.559 -5.091
H 6.059 -0.809 -2.837
H 4.564 -1.273 -0.920
H -4.968 -3.037 -2.160
H -7.295 -3.770 -1.814
H -7.999 -4.665 0.376
H -6.366 -4.800 2.223
H -4.043 -4.049 1.866
H -3.096 -0.499 -2.118
H -3.441 -0.017 -4.530
H -2.951 -1.748 -6.214
H -2.164 -3.972 -5.494
H -1.904 -4.475 -3.115
C -0.811 -1.605 3.234
O 0.049 -1.759 2.124
H -0.288 -1.989 4.112
H -1.743 -2.165 3.086
H -1.071 -0.552 3.391
H -0.395 -1.337 1.368
C -6.059 1.384 2.105
Si -5.060 1.334 0.462
C -6.025 0.207 -0.755
C -5.062 3.123 -0.253
C -3.326 0.765 0.720
C -2.159 0.409 0.822
H -7.068 1.765 1.965
H -5.564 2.020 2.833
H -6.139 0.392 2.540
H -7.055 0.529 -0.893
H -6.042 -0.821 -0.403
H -5.547 0.201 -1.730
H -6.010 3.401 -0.709
H -4.288 3.221 -1.009
H -4.843 3.854 0.521
*
```

Computed properties:
E_HOMO   -0.189 Ha
Max |F|   4.24 eV Å⁻¹
HOMO-LUMO gap   7.223 eV

Here are the Mulliken charges for atoms 1 to 99, given in e: 1.62 -0.84 -0.09 -0.91 -0.71 3.81 -0.63 -0.08 -0.65 0.73 -1.14 -1.02 0.45 -0.81 -0.72 0.52 -1.22 -0.50 0.42 0.13 0.26 0.46 0.34 0.04 0.21 0.39 0.26 0.21 0.36 0.31 0.14 0.41 0.21 0.38 0.22 0.13 0.38 0.27 0.35 -0.08 0.33 0.28 -0.10 0.44 -1.02 1.51 -0.26 0.42 -0.34 -0.94 -1.24 -0.43 0.23 -1.67 -0.28 -0.60 -0.98 0.51 -0.41 -0.78 -0.48 -0.56 -0.42 0.89 -0.30 -0.67 -0.88 -0.38 -0.60 0.26 0.75 -0.51 -0.66 -0.48 -0.64 -0.49 0.26 -0.14 -0.16 -0.84 -0.77 -0.61 0.69 0.46 0.34 0.10 -0.17 0.87 0.31 0.39 0.36 0.39 0.32 0.10 0.42 0.34 0.45 0.33 0.43